Record 1
# C42H42IrN3S4Si2

C42H42IrN3S4Si2 as an isolated structure (ωB97M-V/def2-TZVPD, OMol25).

Last column: Löwdin charge in e.
Element x y z (Å)
1 C 4.04 2.35 3.88  -0.111
2 H 7.80 2.03 -0.89  0.091
3 C -6.60 -1.98 2.84  -0.083
4 C 2.90 -5.29 -1.96  -0.086
5 H 2.98 1.53 0.78  0.030
6 H 2.08 5.44 -1.43  0.108
7 C -7.68 -2.85 2.80  -0.101
8 H -4.54 0.20 -0.99  0.091
9 H -3.48 4.17 0.13  0.100
10 C 0.72 -4.26 -2.05  -0.649
11 C 1.10 -6.14 -0.61  -0.081
12 H 2.88 2.12 5.67  0.091
13 H 0.79 -1.68 2.14  0.012
14 C -3.80 0.99 -0.92  -0.107
15 H 0.01 -0.91 3.53  0.019
16 H 5.15 -1.30 -1.25  0.085
17 C 2.68 -1.80 -0.45  -0.263
18 C 2.90 2.01 4.60  -0.108
19 H -1.60 7.60 -1.70  0.096
20 C -1.09 4.28 -1.05  -0.113
21 C -1.50 1.78 -1.31  -0.235
22 C -1.25 1.68 2.41  -0.209
23 C 5.28 -0.23 -1.20  -0.108
24 H 0.89 1.26 4.50  0.089
25 C -4.12 2.18 -0.29  -0.105
26 N -4.75 -2.90 -0.21  -0.139
27 H 3.93 -5.32 -2.28  0.105
28 S -0.97 -2.10 -0.50  0.694
29 H 1.70 -1.18 -3.72  -0.032
30 H 1.79 3.00 -1.49  0.049
31 S -6.28 -3.54 -2.37  0.571
32 C 6.79 1.64 -1.00  -0.116
33 H 1.74 -2.32 -0.28  -0.039
34 H 3.60 2.69 -1.27  0.066
35 C -1.06 6.67 -1.55  -0.099
36 H -2.30 -0.11 -1.95  0.032
37 C -6.80 -3.84 0.79  -0.054
38 H 3.09 -1.53 0.53  0.028
39 C 4.42 1.98 -1.20  -0.133
40 C 2.94 1.69 1.85  -0.122
41 C 0.31 4.30 -1.08  -0.232
42 C 2.05 -4.33 -2.48  -0.125
43 C -1.74 5.50 -1.30  -0.040
44 N -3.50 -2.51 0.20  0.023
45 Ir 0.29 0.73 -0.73  0.612
46 N 1.08 3.12 -0.78  0.026
47 H 3.11 -6.92 -0.57  0.099
48 H 5.85 3.57 -1.00  0.096
49 C -4.90 -3.15 -1.54  -1.097
50 C 6.57 0.27 -1.07  -0.100
51 C 2.43 -6.19 -1.01  -0.086
52 H 0.88 7.57 -1.82  0.094
53 C -3.20 3.22 -0.31  -0.079
54 H -0.79 -5.15 -0.81  0.098
55 C 0.33 6.67 -1.60  -0.104
56 C -2.65 -2.49 -0.76  -0.997
57 H -2.82 5.52 -1.32  0.102
58 H 3.44 -1.40 -3.42  0.017
59 H -4.79 -1.35 1.86  0.107
60 Si 0.20 0.72 1.64  0.410
61 S -3.35 -2.95 -2.31  0.931
62 H 1.54 3.22 0.11  0.080
63 C 4.16 0.61 -1.26  -0.289
64 C 1.00 5.47 -1.38  -0.042
65 C -7.76 -3.79 1.79  -0.086
66 C 0.25 -5.19 -1.13  -0.116
67 H 4.91 2.75 4.40  0.091
68 C 1.78 1.53 3.93  -0.112
69 Si 2.40 -0.20 -1.49  0.427
70 H -2.19 1.30 2.00  0.015
71 C -1.92 3.06 -0.86  -0.220
72 C 1.76 1.37 2.54  -0.273
73 H 3.36 -2.51 -0.93  0.000
74 C 4.06 2.17 2.51  -0.084
75 H -6.87 -4.58 0.01  0.066
76 H -0.96 -1.45 2.14  -0.018
77 C 2.60 -0.70 -3.32  -0.243
78 H 7.41 -0.41 -1.04  0.093
79 H -8.44 -2.80 3.57  0.097
80 H 0.73 -6.85 0.13  0.102
81 H 2.40 -3.61 -3.21  0.093
82 H -1.27 1.54 3.49  0.016
83 H -6.51 -1.26 3.65  0.102
84 C -5.75 -2.93 0.80  -0.200
85 C 5.70 2.50 -1.06  -0.109
86 H 2.82 0.18 -3.94  0.015
87 H -1.21 2.75 2.19  0.020
88 H 4.95 2.41 1.94  0.093
89 C -2.52 0.81 -1.43  -0.188
90 C -5.64 -2.02 1.85  -0.015
91 H -5.09 2.31 0.18  0.095
92 H -8.59 -4.49 1.76  0.101
93 S -0.30 -2.97 -2.68  0.719
94 C 0.00 -1.00 2.44  -0.249

Values from the calculation:
LUMO level (alpha / beta)	0.6960 / 0.6405	eV
charge	-1
E_HOMO (alpha / beta)	-3.5 / -3.2	eV
multiplicity	2
energy above the lowest of the compared OMol25 structures with the same formula, charge and spin	557.6	kJ/mol
⟨S²⟩	0.7778

---

Record 2
# C42H42N3OPPdS2

C42H42N3OPPdS2 as an isolated structure (ωB97M-V/def2-TZVPD, OMol25).

Last column: Löwdin charge in e.
Element x y z (Å)
1 H 0.34 1.89 4.87  0.114
2 P 1.52 1.21 2.35  1.043
3 C 0.32 0.14 6.10  -0.027
4 H -1.13 -3.33 -3.72  0.143
5 C 4.35 3.92 3.58  -0.049
6 C 1.25 -1.84 5.12  0.014
7 H 1.01 -3.65 0.43  -0.005
8 C 0.57 0.83 4.92  -0.070
9 H -1.00 -3.57 -1.97  0.091
10 H -5.35 -4.75 -0.50  0.113
11 C 5.41 1.78 3.32  -0.054
12 H 5.00 -2.96 2.55  0.139
13 H -3.58 4.88 -5.87  0.115
14 C -3.06 3.77 -4.10  -0.043
15 H -2.51 5.10 1.48  0.117
16 C 3.97 -3.19 2.28  -0.031
17 C 1.92 -4.22 0.22  -0.063
18 C -1.12 -1.07 -1.52  -0.636
19 H -3.07 -3.81 -0.57  0.104
20 H 1.55 -2.87 5.21  0.131
21 C 0.52 3.58 1.40  -0.167
22 H -0.22 5.41 0.57  0.119
23 H -3.05 3.07 2.78  0.116
24 C -1.75 4.35 1.66  -0.060
25 H 6.41 3.55 4.00  0.119
26 C -3.70 -3.97 -3.90  -0.051
27 C 3.08 -3.29 -0.11  -0.380
28 H 3.97 -3.91 -0.28  0.151
29 C 3.07 2.04 2.80  -0.330
30 C -2.35 2.50 -2.06  -0.086
31 N -1.62 -1.67 -2.55  -0.052
32 C -3.01 -3.72 -2.72  -0.227
33 H 4.40 4.97 3.85  0.119
34 C -2.22 -0.86 -3.63  -0.067
35 C -2.05 3.21 2.39  -0.053
36 N -2.07 1.05 -2.17  -0.063
37 H -1.78 2.90 -1.22  0.085
38 C -5.58 -4.78 -2.63  -0.060
39 H 4.17 0.19 2.61  0.091
40 C -0.72 3.34 -3.79  -0.039
41 H 3.87 -4.26 2.16  0.128
42 H 4.25 -1.71 0.72  0.148
43 H 2.12 -4.85 1.09  0.083
44 H 1.72 -4.88 -0.61  0.093
45 H 0.59 4.09 -5.31  0.113
46 C 0.23 2.46 2.18  -0.427
47 H -6.57 -5.21 -2.60  0.115
48 C -1.61 -3.15 -2.75  -0.078
49 H -3.23 -3.79 -4.86  0.118
50 S -0.57 -1.82 -0.12  0.772
51 H -5.52 -4.70 -4.78  0.115
52 C 5.48 3.13 3.67  -0.048
53 O 3.12 -2.77 3.38  0.052
54 H -2.89 -1.49 -4.21  0.128
55 C 4.21 1.24 2.89  -0.085
56 C -2.99 0.27 -3.02  -0.064
57 H -0.12 0.66 6.94  0.124
58 C -4.89 -4.53 -1.45  -0.060
59 C -4.99 -4.50 -3.86  -0.058
60 C 3.48 -2.40 1.06  -0.242
61 C -1.07 2.27 2.66  -0.090
62 H -1.24 5.07 -6.65  0.115
63 C 1.13 0.19 3.81  -0.265
64 C 2.85 -2.49 -1.39  -0.067
65 H -1.44 -0.49 -4.29  0.155
66 H 0.09 2.92 -3.19  0.092
67 H -3.41 2.60 -1.83  0.140
68 Pd 1.16 -0.30 0.62  0.395
69 C 0.64 -1.20 6.19  -0.025
70 H -4.09 3.70 -3.76  0.119
71 H 2.26 4.02 3.12  0.099
72 N 2.38 -1.58 1.66  -0.002
73 S 0.10 1.29 -0.72  0.800
74 C -2.04 3.22 -3.35  -0.229
75 H 3.73 -1.92 -1.67  0.090
76 C -3.61 -4.00 -1.50  -0.036
77 H 6.29 1.16 3.39  0.116
78 H -3.83 -0.09 -2.42  0.156
79 H -1.32 1.38 3.22  0.109
80 C 3.14 3.38 3.15  -0.074
81 C -0.46 4.53 1.15  -0.064
82 H 2.61 -3.16 -2.21  0.092
83 C -1.46 4.55 -5.73  -0.061
84 C -1.11 0.45 -1.53  -0.611
85 H 0.44 -1.75 7.11  0.124
86 C 1.49 -1.15 3.94  -0.129
87 C -2.78 4.44 -5.29  -0.058
88 C -0.43 4.00 -4.97  -0.060
89 H 2.02 -1.81 -1.29  0.013
90 H 1.51 3.71 0.98  0.113
91 C 2.30 -1.84 2.91  -0.337
92 H -3.37 0.93 -3.80  0.142

Values from the calculation:
LUMO level	-6.3169	eV
charge	+2
E_HOMO	-13.4	eV
multiplicity	1
energy above the lowest of the compared OMol25 structures with the same formula, charge and spin	95.3	kJ/mol